Entry 1:
{"formula": "C3H3InLiO3", "method": "the ωB97M-V functional and the def2-TZVPD basis", "species": ["In", "O", "O", "O", "C", "C", "C", "Li", "H", "H", "H"], "positions_angstrom": [[4.079, 0.502, -0.632], [0.924, -0.962, -0.337], [0.201, 0.992, 0.332], [2.372, 0.747, -0.208], [-0.480, -1.095, -0.008], [-0.914, 0.271, 0.357], [1.268, 0.254, -0.127], [-2.784, 1.086, 1.201], [-0.591, -1.803, 0.827], [-1.030, -1.470, -0.885], [-3.045, 1.478, -0.521]], "forces_ev_per_a": [[8.189, -0.870, -1.957], [1.209, 0.755, -0.196], [0.468, 0.484, -0.572], [-5.099, 1.823, 1.354], [-0.898, 0.159, -0.354], [0.381, -0.577, 0.721], [-3.809, -1.908, 0.983], [-0.350, 0.075, 0.765], [-0.020, -0.005, -0.066], [0.128, -0.151, 0.071], [-0.199, 0.215, -0.750]], "lowdin_charge": [1.69, 0.20, 0.17, -0.01, -0.01, 0.05, -0.43, 0.77, 0.20, 0.20, 0.17], "orbital_gap_ev": [10.21, 5.47], "e_homo_ev": [-23.9, -22.4], "total_charge": 3}

***

Entry 2:
{"formula": "C3H3IrLiO3", "method": "the ωB97M-V functional and the def2-TZVPD basis", "species": ["Ir", "O", "O", "O", "C", "C", "C", "Li", "H", "H", "H"], "positions_angstrom": [[-0.546, -0.147, -0.009], [0.755, -2.805, -0.350], [-0.105, 1.099, -1.484], [0.300, -2.171, 1.708], [-0.526, 2.001, -0.798], [-0.569, 1.825, 0.631], [0.205, -1.993, 0.384], [-0.692, 0.259, -2.901], [0.088, 2.298, 1.354], [0.796, -2.988, 1.810], [0.295, 2.625, -0.345]], "forces_ev_per_a": [[-0.845, -2.783, 3.446], [-1.265, 1.492, 0.051], [0.982, -3.574, -7.884], [-0.700, 0.708, 0.153], [0.232, 6.811, 6.646], [-0.115, -2.035, -1.117], [1.952, -1.932, -0.433], [-0.008, -0.413, -0.699], [-1.494, 1.028, 0.723], [0.322, -0.577, 0.351], [0.939, 1.273, -1.238]], "nbo_charge": [0.78, -0.56, -0.80, -0.67, 0.15, -0.41, 0.48, 0.98, 0.27, 0.51, 0.28], "de_lowest_kcal_mol": 0.0, "spin_multiplicity": 5, "orbital_gap_ev": [6.98, 6.62], "e_homo_ev": [-12.3, -13.5], "total_charge": 1}

***

Entry 3:
{"formula": "C3H3LaO3", "method": "the ωB97M-V functional and the def2-TZVPD basis", "species": ["La", "O", "O", "O", "C", "C", "C", "H", "H", "H"], "positions_angstrom": [[7.040, 0.354, 0.910], [-2.395, 0.928, 0.216], [-4.574, 1.654, -0.078], [1.476, 1.082, -0.171], [1.032, 0.062, -0.336], [-3.506, 1.236, 0.051], [0.227, -1.105, -0.169], [1.173, -1.775, -0.206], [-0.119, -1.171, 0.873], [-0.355, -1.265, -1.090]], "forces_ev_per_a": [[0.565, 0.087, 0.107], [0.561, -0.657, -0.127], [0.493, -0.643, -0.054], [0.431, -1.257, -0.933], [-1.958, 2.571, 1.814], [-0.904, 1.221, 0.147], [3.289, -1.095, -1.046], [-1.546, -0.367, -0.078], [-0.570, 0.329, -0.433], [-0.360, -0.188, 0.604]], "nbo_charge": [2.00, -0.61, -0.43, -0.23, 0.95, 1.04, -0.77, 0.31, 0.37, 0.37], "de_lowest_kcal_mol": 0.0, "spin_multiplicity": 2, "orbital_gap_ev": [4.15, 4.44], "e_homo_ev": [-19.1, -19.1], "total_charge": 3}

***

Repeat the first record exactly.
{"formula": "C3H3InLiO3", "method": "the ωB97M-V functional and the def2-TZVPD basis", "species": ["In", "O", "O", "O", "C", "C", "C", "Li", "H", "H", "H"], "positions_angstrom": [[4.079, 0.502, -0.632], [0.924, -0.962, -0.337], [0.201, 0.992, 0.332], [2.372, 0.747, -0.208], [-0.480, -1.095, -0.008], [-0.914, 0.271, 0.357], [1.268, 0.254, -0.127], [-2.784, 1.086, 1.201], [-0.591, -1.803, 0.827], [-1.030, -1.470, -0.885], [-3.045, 1.478, -0.521]], "forces_ev_per_a": [[8.189, -0.870, -1.957], [1.209, 0.755, -0.196], [0.468, 0.484, -0.572], [-5.099, 1.823, 1.354], [-0.898, 0.159, -0.354], [0.381, -0.577, 0.721], [-3.809, -1.908, 0.983], [-0.350, 0.075, 0.765], [-0.020, -0.005, -0.066], [0.128, -0.151, 0.071], [-0.199, 0.215, -0.750]], "lowdin_charge": [1.69, 0.20, 0.17, -0.01, -0.01, 0.05, -0.43, 0.77, 0.20, 0.20, 0.17], "orbital_gap_ev": [10.21, 5.47], "e_homo_ev": [-23.9, -22.4], "total_charge": 3}